Entry 1:
DFT (ωB97M-V/def2-TZVPD) results for C14H10O5 in the gas phase.

Geometry as XYZ:
```
29
Properties=species:S:1:pos:R:3
C 2.15 -1.51 5.08
O 2.00 -2.44 3.94
C 1.03 -2.15 3.01
C 0.58 -3.13 2.16
O -0.72 -3.34 1.87
C -0.05 -2.70 0.91
C -0.11 -1.35 0.59
O -0.34 -0.88 -0.67
C -0.95 0.43 -0.72
C -0.89 0.99 -2.13
C -0.03 0.41 -3.13
C -0.03 0.93 -4.43
C -0.77 2.11 -4.72
C -1.58 2.68 -3.73
C -1.66 2.11 -2.47
O -0.36 1.43 0.16
C 0.00 0.94 1.40
C 0.14 -0.41 1.67
O 0.57 -0.84 2.92
H 2.92 -1.92 5.75
H 1.21 -1.43 5.62
H 2.44 -0.54 4.73
H -2.01 0.28 -0.42
H 0.58 -0.48 -2.97
H 0.63 0.40 -5.15
H -0.68 2.52 -5.72
H -2.10 3.62 -3.99
H -2.23 2.61 -1.72
H 0.25 1.66 2.17
```

Values from the calculation:
Structure (SMILES): COC1=C2OC2=C2O[C@H](c3ccccc3)OC=C2O1
Relative energy (zero: lowest compared OMol25 entry of this formula, charge and spin): 3.194 eV
HOMO-LUMO gap: 0.228 Eh
Strongest force on any atom: 5.6 eV/Å
LUMO: -0.69 eV
Net charge: 0

Entry 2:
DFT (ωB97M-V/def2-TZVPD) results for a molecular structure, C14H11AuNS2Te.

Geometry as XYZ:
```
30
Properties=species:S:1:pos:R:3
Au 0.74 -0.47 1.68
C -3.27 -0.12 0.02
C -2.68 -1.48 -0.24
C -3.51 -2.62 -0.37
C -2.92 -3.84 -0.49
C -1.52 -3.96 -0.50
C -0.87 -5.21 -0.54
C 0.49 -5.26 -0.54
C 1.26 -4.07 -0.52
C 0.69 -2.82 -0.44
S 1.76 -1.41 -0.36
C -0.76 -2.75 -0.43
N -1.38 -1.55 -0.28
H -4.35 -0.10 -0.13
H -2.80 0.63 -0.62
H -3.06 0.17 1.06
H -4.59 -2.51 -0.36
H -3.53 -4.74 -0.56
H -1.46 -6.12 -0.54
H 1.00 -6.22 -0.54
H 2.34 -4.13 -0.50
Te -0.81 -1.41 3.58
C -0.22 -0.48 5.37
C -0.16 -1.05 6.61
C 0.20 -0.14 7.65
C 0.42 1.12 7.18
S 0.18 1.19 5.48
H -0.37 -2.10 6.77
H 0.31 -0.42 8.69
H 0.73 2.00 7.73
```

Values from the calculation:
Relative energy (zero: lowest compared OMol25 entry of this formula, charge and spin): 0.478 eV
HOMO-LUMO gap: 0.242 Eh
Strongest force on any atom: 1.1 eV/Å
LUMO: 2.86 eV
Net charge: -1

Entry 3:
DFT (ωB97M-V/def2-TZVPD) results for 3 unconnected molecules or ions with the total composition C14H11BClF16NO6.

Geometry as XYZ:
```
50
Properties=species:S:1:pos:R:3
F -0.11 6.39 -0.11
C 0.81 5.47 0.23
F 1.78 6.13 0.90
C 1.40 4.73 -0.98
F 2.14 5.57 -1.75
F 2.27 3.79 -0.50
C 0.39 3.99 -1.88
O -0.08 4.67 -3.06
C -1.14 5.59 -2.90
F -1.72 5.39 -1.71
F -2.07 5.25 -3.83
C -0.71 7.05 -3.14
F 0.34 7.40 -2.38
F -1.72 7.90 -2.82
H 0.34 4.76 0.93
H 0.93 3.12 -2.28
H -0.43 3.55 -1.31
H -0.44 7.21 -4.18
F 0.55 -5.65 -1.23
C 0.66 -4.31 -1.22
F 1.99 -4.04 -1.10
C -0.11 -3.65 -0.07
F 0.42 -3.97 1.13
F 0.04 -2.31 -0.20
C -1.63 -3.94 -0.04
O -2.10 -5.00 0.81
C -2.02 -6.32 0.31
F -1.82 -6.28 -1.02
F -3.25 -6.86 0.48
C -0.99 -7.19 1.05
F 0.23 -6.61 1.08
F -0.84 -8.39 0.44
H 0.33 -3.93 -2.19
H -2.09 -3.04 0.38
H -2.05 -4.01 -1.05
H -1.30 -7.36 2.08
N 2.62 -1.89 2.22
B 2.22 -0.46 2.54
O 3.24 0.47 2.93
C 0.63 -0.11 2.36
C -0.47 -0.64 3.14
Cl -0.48 -1.82 4.52
C -1.69 0.09 2.38
O -2.82 -0.42 2.30
O -1.17 1.31 1.83
C 0.10 0.89 1.24
O 0.55 1.22 0.14
H 1.85 -2.26 1.62
H 3.48 -1.83 1.65
H 3.94 0.38 2.24
```

Values from the calculation:
Structure (SMILES): FC(F)C(F)(F)COC(F)(F)C(F)F.FC(F)C(F)(F)COC(F)(F)C(F)F.NB(O)C1=C(Cl)C(=O)OC1=O
HOMO-LUMO gap: 0.338 Eh
Strongest force on any atom: 5.0 eV/Å
LUMO: -1.40 eV
Net charge: 0

Entry 4:
DFT (ωB97M-V/def2-TZVPD) results for a molecular structure, C14H11BF7NOSeZn.

Geometry as XYZ:
```
37
Properties=species:S:1:pos:R:3
Zn 0.16 -0.17 -0.27
O 2.39 0.00 0.00
C 3.04 1.23 0.40
C 2.64 1.68 1.79
C 1.13 1.81 2.02
C 0.43 2.65 0.99
C 0.10 3.98 1.22
C -0.54 4.70 0.23
C -0.83 4.08 -0.97
C -0.48 2.76 -1.13
N 0.15 2.06 -0.18
H 2.73 -0.74 0.52
H 2.73 1.95 -0.35
H 4.12 1.10 0.33
H 3.12 2.65 1.95
H 3.05 1.00 2.54
H 0.95 2.22 3.02
H 0.66 0.81 2.02
H 0.33 4.42 2.18
H -0.81 5.73 0.40
H -1.35 4.60 -1.77
H -0.72 2.22 -2.04
F -8.63 0.52 0.55
C -7.35 0.36 0.20
C -6.58 -0.62 0.80
F -7.12 -1.41 1.73
C -5.26 -0.78 0.43
F -4.55 -1.74 1.03
C -4.66 0.03 -0.53
Se -2.83 -0.13 -1.09
C -5.46 1.00 -1.11
F -4.95 1.82 -2.04
C -6.79 1.17 -0.76
F -7.53 2.13 -1.34
F -1.82 -2.40 0.50
B -1.76 -1.05 0.43
F -1.91 -0.42 1.65
```

Values from the calculation:
Relative energy (zero: lowest compared OMol25 entry of this formula, charge and spin): 0.000 eV
HOMO-LUMO gap: 0.264 Eh
Strongest force on any atom: 0.2 eV/Å
LUMO: -0.11 eV
Net charge: 0

Entry 5:
DFT (ωB97M-V/def2-TZVPD) results for a molecular structure, C14H11ClN2O3S.

Geometry as XYZ:
```
32
Properties=species:S:1:pos:R:3
O -2.22 2.60 -3.19
C -1.48 2.12 -2.26
N -0.12 2.60 -2.06
C 0.64 2.25 -1.16
C 1.79 2.84 -1.09
C 2.59 2.62 0.04
C 2.15 1.60 0.85
C 1.25 0.77 0.56
C 0.38 1.22 -0.45
N -0.92 0.48 -0.63
S -0.51 -0.92 -1.14
O -1.72 -1.36 -1.96
O 0.51 -1.28 -2.04
C -0.50 -1.94 0.40
C 0.66 -2.74 0.52
C 0.57 -3.29 1.81
C -0.59 -3.46 2.63
C -1.67 -2.65 2.35
C -1.52 -2.06 1.24
H -2.56 -1.34 0.97
H -2.37 -2.74 2.94
Cl -0.35 -4.10 4.19
H 1.62 -3.89 2.13
H 1.36 -2.49 0.01
C -1.66 1.25 -1.31
H -2.65 0.55 -1.60
H -2.58 1.85 -0.55
H 1.04 -0.03 1.33
H 2.92 1.26 1.65
H 3.54 3.10 0.30
H 2.22 3.85 -1.52
H 0.19 3.32 -2.98
```

Values from the calculation:
HOMO-LUMO gap: 0.320 Eh
Strongest force on any atom: 17.2 eV/Å
LUMO: -0.18 eV
Net charge: 0

Entry 6:
DFT (ωB97M-V/def2-TZVPD) results for a molecular structure, C14H11F3NO5OsS.

Geometry as XYZ:
```
36
Properties=species:S:1:pos:R:3
Os 0.22 0.78 -0.99
O -2.76 0.50 -3.57
C -2.33 0.36 -2.48
O -1.33 1.18 -1.99
C -2.76 -0.68 -1.48
C -2.70 -0.15 -0.04
C -3.46 -1.08 0.90
C -2.52 -2.32 0.94
C -1.36 -1.88 0.05
O -1.31 -0.43 0.33
C -1.77 -1.90 -1.42
C -0.57 -1.76 -2.33
O -0.46 -2.35 -3.36
O 0.42 -0.95 -1.87
H -3.76 -0.97 -1.78
H -2.91 0.91 0.08
H -3.55 -0.63 1.88
H -4.46 -1.30 0.53
H -2.18 -2.52 1.95
H -2.99 -3.22 0.55
H -0.41 -2.33 0.28
H -2.25 -2.83 -1.72
F 4.34 3.67 2.75
C 3.18 3.48 2.14
F 2.21 3.49 3.07
F 2.95 4.51 1.32
C 3.16 2.17 1.38
C 4.25 1.31 1.39
C 4.21 0.12 0.66
C 3.08 -0.20 -0.05
N 2.03 0.64 -0.04
C 2.06 1.81 0.63
S 0.55 2.67 0.30
H 5.13 1.57 1.96
H 5.06 -0.55 0.64
H 2.98 -1.10 -0.63
```

Values from the calculation:
Relative energy (zero: lowest compared OMol25 entry of this formula, charge and spin): 0.060 eV
HOMO-LUMO gap (alpha / beta): 0.330 / 0.263 Eh
⟨S²⟩: 6.0180
Strongest force on any atom: 1.0 eV/Å
Multiplicity: 5
LUMO (alpha / beta): -4.09 / -6.22 eV
Net charge: +1

Entry 7:
DFT (ωB97M-V/def2-TZVPD) results for a molecular structure, C14H11I4NaO4PS.

Geometry as XYZ:
```
36
Properties=species:S:1:pos:R:3
C 3.26 4.11 1.12
C 2.26 3.50 0.30
C 1.24 2.29 -0.25
C 1.82 1.30 -1.24
P 3.60 1.37 -1.94
O 4.06 3.02 -2.35
O 3.82 0.43 -3.42
S 4.76 0.54 -0.60
C 0.76 0.10 -1.71
O 0.77 -0.49 -2.91
C -0.36 -0.33 -0.56
C -0.80 -1.94 -0.60
I -1.96 -2.77 -2.29
C -0.41 -2.89 0.52
C 0.50 -2.40 1.83
I -1.04 -5.03 0.47
C -0.94 0.66 0.44
C -2.08 0.21 1.54
I -1.88 1.30 3.47
C -3.63 0.30 0.94
C -4.13 -1.16 0.31
I -3.82 1.75 -0.72
C -0.31 2.20 0.32
O -0.98 3.31 0.68
H 4.09 4.57 1.85
H 3.31 3.47 -2.88
H 3.35 -0.47 -3.33
H -0.19 -1.95 2.66
H 1.31 -1.60 1.49
H 1.04 -3.36 2.28
H -1.95 -0.94 1.85
H -4.38 0.59 1.83
H -5.28 -1.33 0.56
H -3.44 -2.05 0.66
H -4.07 -1.04 -0.87
Na 1.72 -5.28 0.56
```

Values from the calculation:
HOMO-LUMO gap: 0.230 Eh
Strongest force on any atom: 9.9 eV/Å
LUMO: -4.90 eV
Net charge: +1

Entry 8:
DFT (ωB97M-V/def2-TZVPD) results for a molecular structure, C14H11IN3RhSe2Te2.

Geometry as XYZ:
```
34
Properties=species:S:1:pos:R:3
Rh 0.36 -0.32 -0.91
C 4.26 0.71 0.67
C 3.94 1.15 1.95
C 2.62 1.16 2.35
C 1.64 0.72 1.47
N 1.96 0.28 0.23
C 3.24 0.29 -0.16
C 0.21 0.68 1.75
C -0.36 1.09 2.95
C -1.72 1.01 3.14
C -2.52 0.50 2.12
C -1.97 0.09 0.92
C -0.59 0.19 0.71
H 5.28 0.69 0.32
H 4.72 1.49 2.62
H 2.35 1.51 3.33
H 3.43 -0.05 -1.16
H 0.27 1.48 3.75
H -2.16 1.33 4.08
H -3.59 0.42 2.27
H -2.62 -0.32 0.16
Se 0.84 1.57 -2.50
Te 1.12 -0.43 -3.94
Te 2.42 -2.24 -2.43
Se 0.86 -2.78 -0.55
I -5.08 -0.06 -3.90
C -3.38 -0.74 -2.96
C -3.00 -2.05 -2.75
N -1.83 -2.01 -2.10
N -1.42 -0.76 -1.89
C -2.36 0.03 -2.40
H -3.47 -2.98 -3.02
H -1.22 -2.76 -1.77
H -2.24 1.10 -2.35
```

Values from the calculation:
HOMO-LUMO gap: 0.262 Eh
Strongest force on any atom: 1.0 eV/Å
LUMO: -0.26 eV
Net charge: 0

Entry 9:
DFT (ωB97M-V/def2-TZVPD) results for a molecular structure, C14H12AsO2PPdS4.

Geometry as XYZ:
```
35
Properties=species:S:1:pos:R:3
Pd 2.23 0.07 -1.68
O -0.44 -0.76 -3.82
C 0.01 0.23 -3.24
O 1.12 0.84 -3.47
C -0.86 0.83 -2.11
P 0.03 1.00 -0.49
C -1.48 1.39 0.53
C -2.33 0.44 1.10
C -3.48 0.82 1.78
C -3.81 2.17 1.90
C -2.97 3.13 1.35
C -1.81 2.74 0.68
C 0.31 -0.73 0.03
C -0.09 -1.85 -0.70
C 0.20 -3.13 -0.22
C 0.87 -3.29 0.98
C 1.28 -2.17 1.71
C 1.01 -0.91 1.23
H -1.77 0.25 -2.01
H -1.11 1.86 -2.40
H -2.08 -0.61 1.01
H -4.12 0.06 2.21
H -4.71 2.46 2.43
H -3.21 4.18 1.46
H -1.15 3.49 0.27
H -0.60 -1.74 -1.65
H -0.09 -3.99 -0.80
H 1.11 -4.28 1.34
H 1.86 -2.29 2.62
H 1.38 -0.04 1.77
S 5.19 -0.12 1.84
As 5.10 -0.04 -0.29
S 3.75 1.60 -0.96
S 3.68 -1.57 -1.03
S 6.94 -0.04 -1.33
```

Values from the calculation:
Relative energy (zero: lowest compared OMol25 entry of this formula, charge and spin): 0.444 eV
HOMO-LUMO gap: 0.208 Eh
Strongest force on any atom: 1.1 eV/Å
LUMO: 4.32 eV
Net charge: -2

Entry 10:
DFT (ωB97M-V/def2-TZVPD) results for a molecular structure, C14H12Br4N6O2.

Geometry as XYZ:
```
38
Properties=species:S:1:pos:R:3
O 2.44 -1.20 -0.96
Br -0.93 -5.52 3.59
Br -3.79 -4.62 3.44
Br 1.79 -3.63 2.91
Br -4.45 -2.00 1.56
N -0.14 1.09 -3.74
N -0.55 2.04 -2.90
N 0.49 -0.80 1.61
N -1.58 -0.13 1.34
O 0.76 -2.53 -0.49
C 1.57 -1.89 -1.35
C -1.00 0.04 -1.98
C -0.29 -0.15 -3.13
C -1.12 -3.79 2.93
C -2.39 -3.46 2.72
C -0.04 -3.01 2.57
C -2.71 -2.30 2.03
C -0.32 -1.80 1.99
C -1.65 -1.40 1.71
N -0.33 0.20 1.26
N -1.14 1.45 -1.84
C 1.30 -2.06 -2.84
C -0.05 -1.62 -3.48
C 0.12 1.58 0.88
C -1.80 2.17 -0.78
C -0.92 2.55 0.47
H 1.22 -2.29 0.33
H -1.51 -0.64 -1.21
H 1.38 -3.14 -3.07
H 2.12 -1.63 -3.32
H -0.05 -1.70 -4.55
H -0.84 -2.14 -2.91
H 0.71 1.99 1.76
H 0.91 1.45 0.08
H -2.23 3.06 -1.15
H -2.67 1.64 -0.39
H -0.38 3.44 0.36
H -1.62 2.49 1.37
```

Values from the calculation:
Relative energy (zero: lowest compared OMol25 entry of this formula, charge and spin): 1.063 eV
HOMO-LUMO gap: 0.298 Eh
Strongest force on any atom: 4.7 eV/Å
LUMO: -0.88 eV
Net charge: 0

Entry 11:
DFT (ωB97M-V/def2-TZVPD) results for a molecular structure, C14H12Cl2Lu2N2O4.

Geometry as XYZ:
```
36
Properties=species:S:1:pos:R:3
Lu -5.63 2.40 0.29
Lu -2.70 0.20 -0.08
Cl -3.42 2.22 1.50
Cl -4.41 0.98 -1.69
C -2.85 -1.75 -1.37
C -6.38 1.96 2.41
C -7.51 1.07 -0.13
O -2.81 -2.65 -2.09
O -6.75 2.02 3.51
O -8.54 0.63 -0.44
C 3.23 -1.91 0.16
N 1.83 -1.54 0.22
N 1.37 -0.26 0.10
C 0.03 -0.30 0.26
O -0.71 0.71 -0.13
C -0.34 -1.61 0.62
C 0.82 -2.37 0.54
C 1.00 -3.84 0.71
C 2.10 0.90 -0.25
C 3.09 0.83 -1.24
C 3.77 2.00 -1.61
C 3.42 3.24 -1.02
C 2.37 3.30 -0.08
C 1.71 2.13 0.29
H 3.51 -2.44 1.08
H 3.86 -1.03 0.04
H 3.40 -2.59 -0.69
H -1.35 -1.97 0.83
H 1.41 -4.32 -0.19
H 1.65 -4.08 1.57
H 0.01 -4.28 0.91
H 3.32 -0.12 -1.73
H 4.58 1.95 -2.35
H 3.96 4.16 -1.30
H 2.08 4.25 0.37
H 0.88 2.17 0.99
```

Values from the calculation:
Relative energy (zero: lowest compared OMol25 entry of this formula, charge and spin): 0.401 eV
HOMO-LUMO gap: 0.093 Eh
Strongest force on any atom: 8.5 eV/Å
LUMO: -15.97 eV
Net charge: +4

Entry 12:
DFT (ωB97M-V/def2-TZVPD) results for C14H12Cl2N2O3S in the gas phase.

Geometry as XYZ:
```
34
Properties=species:S:1:pos:R:3
N -0.31 -0.92 -0.13
C 0.18 -1.01 -1.38
C -0.44 -2.07 -2.26
C -1.90 -1.78 -2.44
C -2.95 -2.35 -1.78
C -4.19 -1.79 -2.16
C -4.06 -0.80 -3.08
S -2.42 -0.53 -3.52
N 1.12 -0.33 -1.91
O 1.71 0.71 -1.14
C 1.00 1.80 -0.95
O -0.16 1.97 -1.24
C 1.86 2.86 -0.24
O 2.72 2.31 0.73
C 2.17 1.59 1.73
C 0.81 1.50 2.02
C 0.35 0.73 3.07
C 1.25 0.02 3.85
Cl 0.67 -0.95 5.15
C 2.61 0.10 3.60
C 3.06 0.87 2.55
Cl 4.74 0.97 2.22
H -1.17 -1.39 0.09
H -0.03 -0.18 0.49
H -0.31 -3.04 -1.79
H 0.08 -2.05 -3.22
H -2.85 -3.15 -1.07
H -5.14 -2.11 -1.76
H -4.83 -0.22 -3.54
H 2.52 3.32 -0.98
H 1.20 3.63 0.18
H 0.10 2.06 1.44
H -0.71 0.68 3.28
H 3.31 -0.45 4.21
```

Values from the calculation:
Structure (SMILES): N/C(Cc1cccs1)=N\OC(=O)COc1ccc(Cl)cc1Cl
HOMO-LUMO gap: 0.349 Eh
Strongest force on any atom: 1.6 eV/Å
LUMO: 0.60 eV
Net charge: 0

Listing E for the structures above in their given order: -24907.3836, -48845.3335, -85149.5982, -151698.9369, -47163.7736, -47872.0479, -79809.6018, -175556.6743, -135759.6092, -307915.0127, -118127.2121, -59714.2838 eV.